# 1
{
  "formula": "C9H14N2O7",
  "method": "ωB97M-V with the def2-TZVPD basis set",
  "spin_multiplicity": 1,
  "smiles": "N[C@@H](CCC(=O)O)C(=O)N[C@@H](CC(=O)O)C(=O)O",
  "molar_mass_g_mol": 262.2,
  "gap_ev": 9.61,
  "total_energy_ev": -26871.870,
  "e_above_lowest_ev": 3.365,
  "species": ["C", "C", "C", "C", "C", "C", "C", "C", "C", "H", "H", "H", "H", "H", "H", "H", "H", "H", "H", "H", "H", "H", "H", "N", "N", "O", "O", "O", "O", "O", "O", "O"],
  "xyz": [[0.810, -1.157, -0.105], [0.040, -0.336, 1.084], [2.233, -1.661, 0.280], [3.025, -0.552, 0.944], [3.086, 0.772, 0.113], [-1.599, 0.874, -0.374], [-1.433, 2.420, 0.232], [-3.046, 0.518, -0.865], [-3.709, -0.469, 0.064], [0.241, -1.110, -1.999], [1.656, -0.814, -1.754], [0.095, -1.983, -0.049], [2.773, -1.875, -0.678], [2.238, -2.711, 0.892], [2.743, -0.262, 1.997], [4.084, -0.905, 1.152], [4.345, 1.389, -1.289], [-1.693, 0.033, 1.606], [-0.803, 0.768, -1.144], [-3.770, 1.381, -1.001], [-3.069, 0.106, -1.936], [-4.575, -2.034, 0.065], [0.644, 2.148, 0.325], [0.767, -0.552, -1.426], [-1.239, -0.103, 0.711], [0.237, -0.301, 2.322], [2.292, 1.620, 0.119], [4.126, 0.697, -0.617], [-2.335, 3.199, 0.324], [-3.941, -0.318, 1.260], [-4.106, -1.564, -0.611], [-0.115, 2.782, 0.359]],
  "forces_ev_per_angstrom": [[-0.584, -0.383, 2.755], [0.899, -1.342, 1.523], [-0.330, -1.369, 0.307], [1.897, 0.744, 2.370], [0.185, -4.330, 2.023], [-0.149, 0.865, 1.450], [1.177, -1.672, -1.998], [-0.244, 0.685, -1.650], [-0.457, 0.722, 0.959], [-2.343, -1.499, -1.651], [1.664, 0.489, -0.985], [0.320, -0.296, -0.264], [-0.421, -0.193, 0.642], [-0.132, 2.833, -1.259], [-0.632, -0.439, -1.268], [-1.033, 0.398, -0.796], [-0.893, -0.217, 0.955], [-0.841, 0.439, -0.200], [-0.967, 0.251, 0.423], [1.154, -0.533, 0.769], [0.488, 0.204, 1.636], [-0.729, -1.113, 0.620], [-0.940, -0.040, -0.102], [1.282, 1.191, 1.762], [-0.624, 1.518, -0.902], [1.111, -0.499, -2.886], [-2.634, 3.220, -0.027], [3.740, 0.210, -2.939], [0.517, -0.422, 0.340], [0.378, -0.270, -1.989], [0.387, 0.611, -0.079], [-1.245, 0.238, 0.461]]
}

=====

# 2
{
  "formula": "C24H45Cl2CrN3O18",
  "method": "ωB97M-V with the def2-TZVPD basis set",
  "spin_multiplicity": 5,
  "molar_mass_g_mol": 786.5,
  "gap_ev": [7.08, 8.62],
  "total_energy_ev": -120409.576,
  "s_squared": 6.005,
  "species": ["Cr", "Cl", "Cl", "C", "C", "N", "H", "H", "H", "C", "C", "N", "H", "H", "H", "C", "C", "N", "H", "H", "H", "C", "O", "C", "O", "O", "C", "H", "H", "H", "H", "H", "H", "C", "O", "C", "O", "O", "C", "H", "H", "H", "H", "H", "H", "C", "O", "C", "O", "O", "C", "H", "H", "H", "H", "H", "H", "C", "O", "C", "O", "O", "C", "H", "H", "H", "H", "H", "H", "C", "O", "C", "O", "O", "C", "H", "H", "H", "H", "H", "H", "C", "O", "C", "O", "O", "C", "H", "H", "H", "H", "H", "H"],
  "xyz": [[-0.407, 0.460, 0.267], [-0.639, -1.807, 1.382], [-0.798, 0.071, -2.185], [-4.297, 0.023, -3.724], [-4.478, 1.046, -2.661], [-4.656, 1.796, -1.830], [-4.458, -0.946, -3.252], [-3.260, 0.011, -4.060], [-5.092, 0.196, -4.449], [2.990, 2.158, -3.032], [3.310, 2.953, -4.244], [3.521, 3.529, -5.207], [3.911, 1.726, -2.640], [2.291, 1.371, -3.316], [2.495, 2.764, -2.273], [0.517, 1.893, 4.856], [0.221, 1.626, 3.450], [0.001, 1.405, 2.360], [1.494, 1.491, 5.123], [-0.345, 1.517, 5.408], [0.469, 2.981, 4.900], [-1.975, 3.783, -2.053], [-0.915, 4.439, -1.361], [-0.100, 3.801, -0.606], [-0.229, 2.664, -0.202], [0.953, 4.557, -0.486], [2.081, 4.125, 0.232], [-1.664, 2.918, -2.638], [-2.563, 4.539, -2.574], [-2.711, 3.321, -1.394], [2.757, 3.586, -0.432], [1.809, 3.323, 0.918], [2.647, 4.908, 0.738], [-4.545, 3.331, 5.900], [-4.751, 2.090, 5.236], [-3.826, 1.321, 5.039], [-2.637, 1.602, 5.020], [-4.337, 0.034, 4.955], [-3.508, -1.060, 4.580], [-3.952, 4.098, 5.403], [-4.057, 3.192, 6.865], [-5.535, 3.736, 6.110], [-2.857, -0.743, 3.764], [-4.127, -1.900, 4.266], [-2.839, -1.375, 5.380], [2.936, -2.262, 0.787], [3.630, -1.123, 0.398], [3.015, 0.047, 0.151], [1.784, 0.231, 0.275], [3.870, 1.044, -0.286], [5.295, 0.909, -0.248], [2.371, -2.198, 1.717], [3.722, -3.015, 0.827], [2.281, -2.595, -0.018], [5.710, 0.541, -1.187], [5.533, 0.298, 0.622], [5.712, 1.898, -0.057], [-2.919, 3.459, 1.682], [-3.773, 2.293, 1.718], [-3.446, 1.160, 1.227], [-2.376, 0.943, 0.657], [-4.404, 0.227, 1.312], [-4.293, -1.058, 0.754], [-2.370, 3.706, 0.773], [-2.316, 3.211, 2.555], [-3.508, 4.316, 2.008], [-4.047, -1.067, -0.307], [-5.286, -1.493, 0.860], [-3.551, -1.673, 1.264], [2.111, -2.043, -3.173], [2.994, -1.104, -3.739], [4.415, -1.135, -3.506], [5.172, -0.196, -3.784], [4.726, -2.239, -2.840], [6.029, -2.551, -2.296], [2.491, -3.047, -3.364], [1.121, -1.951, -3.619], [2.009, -1.839, -2.108], [6.755, -1.755, -2.462], [6.384, -3.505, -2.683], [5.817, -2.755, -1.246], [0.798, -7.693, -1.448], [0.161, -6.382, -1.467], [-0.058, -5.798, -2.685], [0.342, -6.263, -3.754], [-0.633, -4.571, -2.550], [-0.701, -3.951, -1.306], [0.473, -8.356, -2.250], [0.535, -8.156, -0.498], [1.886, -7.629, -1.485], [-1.207, -2.986, -1.296], [0.265, -3.928, -0.801], [-1.369, -4.519, -0.658]],
  "forces_ev_per_angstrom": [[-0.104, -0.592, -0.057], [0.030, 0.236, 0.003], [0.105, 0.072, 0.343], [-0.270, 0.353, 1.256], [0.539, -1.829, -1.768], [-0.270, 1.325, 1.404], [-0.111, -0.045, -0.040], [-0.216, 0.296, -0.349], [0.476, -0.110, -0.358], [0.055, 0.370, -0.681], [-0.471, -0.790, 1.223], [0.210, 0.461, -0.564], [-0.220, 0.020, -0.094], [0.140, -0.127, 0.038], [0.153, 0.092, -0.157], [-0.687, 0.434, -0.910], [0.504, -0.168, 1.438], [-0.239, -0.281, -1.389], [-0.263, 0.065, 0.163], [0.323, -0.192, 0.290], [0.362, 0.059, 0.518], [-1.379, -0.932, 0.516], [-1.596, 1.366, -1.212], [0.548, -2.002, -0.424], [0.147, 0.512, 0.279], [1.240, 1.733, 0.569], [0.667, -1.924, 0.376], [0.529, 0.423, -0.353], [0.658, -0.001, -0.309], [0.202, 0.110, 0.576], [0.131, 0.358, -0.295], [-0.237, 0.266, 0.430], [-0.638, 0.316, -0.239], [-0.083, 0.840, 0.898], [-4.841, 3.831, 0.845], [4.762, -5.275, -0.446], [-0.356, -0.299, -0.246], [-0.154, 1.369, 0.054], [1.062, 0.470, -0.429], [-0.023, -0.479, -0.688], [0.050, -0.439, -0.029], [0.054, -0.158, -0.259], [-0.001, -0.215, -0.212], [-0.160, 0.339, 0.098], [-0.202, 0.066, 0.255], [-0.699, -1.891, -0.305], [0.781, 3.196, -0.612], [-1.450, 0.218, -0.174], [3.385, -0.152, -0.590], [-2.155, -1.242, 0.678], [0.172, -0.215, 0.833], [0.095, 0.348, -0.108], [-0.097, -0.050, 0.432], [-0.342, 0.236, 0.143], [-0.254, -0.254, 0.054], [0.370, -0.214, -0.346], [-0.296, 0.085, -0.140], [0.336, -0.467, 1.766], [-2.052, 1.152, 0.076], [1.497, -2.456, -2.282], [-0.548, 0.122, 0.399], [-0.047, 2.400, 1.025], [0.270, -1.091, -0.510], [-0.247, -0.748, 0.041], [1.009, 0.619, -0.400], [-0.441, -0.288, -0.400], [0.155, 0.453, -0.007], [0.100, 0.053, 0.131], [0.073, 0.163, 0.108], [0.107, -0.968, 0.451], [3.625, 1.462, -0.654], [-1.069, 1.841, 0.133], [-2.175, -2.556, 0.482], [-0.104, -0.540, -0.240], [-0.489, 0.070, 0.132], [-0.181, -0.117, 0.243], [0.270, 0.358, -0.160], [-0.061, -0.195, 0.089], [-0.189, -0.023, 0.053], [-0.131, 0.229, -0.515], [0.300, 0.434, 0.126], [-0.183, 0.093, 0.045], [-0.094, -0.421, -0.753], [1.605, -0.068, -0.779], [-1.441, 1.058, 2.321], [0.606, -1.501, -2.053], [-0.831, -0.316, 2.359], [-0.176, 0.394, -0.121], [-0.151, 0.278, -0.019], [-0.050, 0.394, -0.153], [0.643, 0.212, -0.933], [-0.009, 0.324, -0.164], [0.138, -0.338, 0.236]]
}

=====

# 3
{
  "formula": "C4H14N2O",
  "method": "ωB97M-V with the def2-TZVPD basis set",
  "spin_multiplicity": 1,
  "molar_mass_g_mol": 106.2,
  "gap_ev": 7.81,
  "total_energy_ev": -9399.010,
  "e_above_lowest_ev": 4.597,
  "species": ["C", "C", "C", "N", "N", "H", "H", "H", "H", "H", "H", "H", "H", "H", "H", "C", "O", "H", "H", "H", "H"],
  "xyz": [[-0.816, -0.946, -0.079], [1.374, -1.021, -1.389], [-0.958, -1.387, 1.383], [-1.865, -0.015, -0.461], [1.484, 0.181, -1.891], [-0.932, -1.836, -0.699], [-1.623, 0.921, -0.151], [-2.009, 0.019, -1.463], [1.372, 0.958, -1.027], [1.023, 0.373, -2.770], [1.064, -1.861, -1.999], [1.889, -1.198, -0.456], [-0.189, -2.121, 1.631], [-0.837, -0.527, 2.042], [-1.935, -1.843, 1.558], [0.545, 2.127, 1.159], [0.991, 1.058, 0.383], [0.177, -0.195, 0.049], [0.449, 1.845, 2.218], [-0.447, 2.494, 0.842], [1.243, 2.976, 1.119]],
  "forces_ev_per_angstrom": [[0.881, 0.832, 0.970], [0.705, 1.043, -0.711], [-0.195, -0.079, -0.277], [-0.343, 0.193, -0.095], [-0.722, -0.168, 0.982], [0.407, 0.067, -0.175], [-0.049, -0.066, -0.072], [0.046, 0.012, 0.066], [0.150, -0.433, 0.440], [0.065, -0.165, -0.064], [-0.100, 0.045, 0.061], [-0.227, -0.051, 0.136], [0.050, 0.037, 0.039], [-0.026, -0.013, 0.066], [-0.018, 0.047, 0.068], [0.040, -0.066, -0.199], [0.579, 0.260, -0.674], [-1.247, -1.577, -0.536], [0.017, -0.040, -0.063], [0.076, 0.095, 0.037], [-0.090, 0.026, 0.002]]
}

=====

# 4
{
  "formula": "C7H7Br",
  "method": "ωB97M-V with the def2-TZVPD basis set",
  "spin_multiplicity": 1,
  "smiles": "C=C1C=C(Br)C(=C)C1",
  "molar_mass_g_mol": 171.0,
  "gap_ev": 9.32,
  "total_energy_ev": -77412.209,
  "e_above_lowest_ev": 0.647,
  "species": ["C", "C", "C", "C", "C", "C", "C", "Br", "H", "H", "H", "H", "H", "H", "H"],
  "xyz": [[0.587, -1.332, -0.039], [1.403, -0.267, -0.008], [-0.848, -0.923, -0.002], [0.509, 1.121, -0.117], [-0.871, 0.569, -0.361], [-1.824, -1.794, 0.208], [1.100, 2.252, 0.204], [3.229, 0.042, 0.000], [1.048, -2.388, -0.120], [-1.215, 0.856, -1.365], [-1.619, 0.970, 0.364], [-1.531, -2.814, 0.367], [-2.843, -1.560, 0.251], [0.766, 3.352, 0.198], [2.107, 1.914, 0.419]],
  "forces_ev_per_angstrom": [[1.970, -1.059, -0.050], [-2.716, 2.715, -0.659], [1.531, -0.075, -1.606], [0.494, -3.253, 0.898], [-1.382, 0.640, 1.410], [1.182, -0.015, 0.044], [-0.200, 1.116, -0.383], [0.584, -1.193, -0.027], [-1.320, 1.679, 0.419], [-0.014, -0.651, 0.133], [0.533, 0.381, -0.626], [-0.103, -0.367, 0.154], [-1.302, 0.439, -0.046], [0.372, -2.168, 0.095], [0.370, 1.811, 0.245]]
}

=====

# 5
{
  "formula": "C16H43F3NO8",
  "method": "ωB97M-V with the def2-TZVPD basis set",
  "spin_multiplicity": 1,
  "molar_mass_g_mol": 434.5,
  "gap_ev": 7.90,
  "total_energy_ev": -43299.811,
  "total_charge": 1,
  "species": ["C", "C", "O", "C", "C", "O", "N", "C", "O", "C", "F", "F", "F", "H", "H", "H", "H", "H", "H", "H", "H", "H", "H", "H", "H", "H", "C", "C", "O", "H", "H", "H", "H", "H", "H", "C", "C", "O", "H", "H", "H", "H", "H", "H", "C", "C", "O", "H", "H", "H", "H", "H", "H", "C", "C", "O", "H", "H", "H", "H", "H", "H", "C", "C", "O", "H", "H", "H", "H", "H", "H"],
  "xyz": [[5.380, 2.380, 1.209], [5.338, 2.945, -0.300], [4.056, 3.540, -0.614], [4.069, 4.974, -0.514], [3.128, 5.430, 0.742], [2.381, 4.263, 1.194], [1.137, 4.206, 0.588], [0.851, 2.712, 0.450], [-0.545, 2.397, 0.552], [-1.287, 2.867, -0.543], [-0.604, 2.887, -1.756], [-1.880, 4.117, -0.352], [-2.350, 1.955, -0.711], [6.436, 2.093, 1.522], [4.915, 3.173, 1.878], [4.697, 1.475, 1.239], [5.451, 2.046, -1.008], [6.235, 3.615, -0.522], [3.532, 5.374, -1.448], [5.104, 5.439, -0.469], [3.859, 5.797, 1.545], [2.419, 6.276, 0.460], [0.484, 4.631, 1.286], [1.115, 4.701, -0.322], [1.349, 2.242, 1.371], [1.383, 2.260, -0.446], [-1.437, -1.979, -1.087], [-0.962, -1.846, 0.345], [-0.423, -0.543, 0.568], [-0.613, -1.803, -1.783], [-1.847, -2.974, -1.272], [-2.207, -1.234, -1.310], [-0.180, -2.576, 0.556], [-1.785, -2.010, 1.046], [-1.124, 0.095, 0.388], [-0.699, -0.613, -4.916], [-0.637, -1.984, -5.558], [-1.234, -2.951, -4.703], [-0.183, -0.617, -3.953], [-0.239, 0.142, -5.560], [-1.736, -0.323, -4.722], [0.399, -2.279, -5.731], [-1.162, -1.991, -6.518], [-2.152, -2.687, -4.563], [-2.206, 3.661, 3.574], [-3.569, 3.980, 2.990], [-3.453, 4.985, 1.988], [-1.755, 4.557, 4.008], [-2.282, 2.894, 4.349], [-1.525, 3.305, 2.794], [-4.238, 4.354, 3.766], [-4.021, 3.089, 2.543], [-2.868, 4.646, 1.300], [-1.703, -6.530, -0.889], [-0.657, -6.894, -1.925], [-1.211, -6.827, -3.234], [-2.559, -7.206, -0.956], [-1.288, -6.583, 0.120], [-2.081, -5.517, -1.061], [-0.298, -7.912, -1.763], [0.199, -6.213, -1.871], [-1.518, -5.923, -3.375], [-1.355, -5.119, 4.233], [-0.940, -4.056, 3.235], [-1.209, -4.493, 1.907], [-0.821, -6.052, 4.042], [-1.147, -4.797, 5.256], [-2.422, -5.338, 4.143], [0.131, -3.856, 3.313], [-1.480, -3.120, 3.414], [-2.158, -4.659, 1.843]],
  "forces_ev_per_angstrom": [[-0.651, 0.460, -0.991], [1.077, -1.950, 0.300], [1.463, 1.378, 0.173], [-1.781, 0.405, -0.699], [2.010, 0.790, -0.707], [0.880, 1.061, 0.301], [-0.802, -0.539, 0.452], [0.936, -2.132, 1.101], [0.504, 2.227, -2.265], [-2.567, -1.895, -1.445], [-0.892, 0.364, 2.668], [1.789, -2.116, -0.254], [2.395, 2.152, 0.553], [-1.469, 0.467, -0.360], [0.878, -0.986, -0.534], [0.932, 1.005, 0.123], [-0.229, 1.365, 0.980], [-1.436, -0.509, 0.329], [1.014, -0.551, 1.074], [-1.312, -0.681, 0.134], [-1.676, -0.848, -0.631], [0.902, -1.024, 0.467], [-0.027, -0.220, -0.854], [-0.016, -0.152, 0.371], [-0.956, 0.801, -1.298], [-0.900, 1.028, 0.846], [0.048, -0.002, -0.078], [-0.220, 0.023, -0.264], [0.267, 0.476, 0.096], [-0.031, -0.142, 0.057], [0.016, 0.069, -0.036], [-0.085, -0.083, 0.042], [-0.053, 0.204, 0.102], [0.074, -0.157, -0.011], [0.037, -0.239, 0.053], [0.098, 0.185, 0.023], [-0.316, 0.130, 0.096], [0.017, -0.215, 0.155], [0.048, -0.038, -0.098], [-0.063, 0.012, 0.040], [0.021, 0.032, -0.114], [-0.135, -0.145, 0.081], [0.157, 0.105, -0.085], [0.146, -0.084, -0.051], [0.059, 0.051, 0.214], [0.264, -0.075, -0.251], [0.051, 0.196, -0.021], [-0.132, -0.038, 0.062], [0.110, 0.012, -0.064], [-0.080, -0.174, 0.011], [0.028, 0.074, -0.176], [-0.045, -0.080, 0.184], [-0.341, 0.087, 0.196], [-0.047, -0.130, 0.204], [-0.268, 0.359, -0.099], [0.016, -0.116, -0.100], [0.113, -0.023, -0.018], [-0.047, 0.088, -0.025], [0.110, 0.028, 0.052], [-0.048, 0.059, -0.177], [0.078, -0.077, 0.184], [0.111, -0.144, -0.058], [0.059, -0.062, 0.124], [-0.352, -0.214, 0.046], [0.070, -0.011, -0.166], [0.035, 0.118, 0.022], [-0.061, -0.052, -0.026], [0.019, 0.098, 0.076], [-0.074, -0.017, -0.190], [0.107, 0.072, 0.161], [0.174, -0.057, -0.009]]
}